a.
C2H7N3S | ωB97M-V/def2-TZVPD

Each line ends with the Löwdin charge.
Atoms and positions in Å:
C1 1.16085 2.17304 -0.49350  -0.1351
N1 0.56585 0.98217 -0.05170  -0.3490
N2 0.14388 1.08774 1.31965  -0.0176
C2 -0.46931 0.34522 -0.87880  -0.3099
N3 -0.73654 -0.86537 -0.85593  -0.4317
S1 -0.43919 -1.98460 0.30692  0.6927
H1 1.95708 2.34732 0.19084  0.0707
H2 0.50774 2.93180 -0.95216  0.0804
H3 1.85736 1.72757 -1.35176  0.1224
H4 -0.74642 1.70981 1.28000  0.1040
H5 0.01508 -0.07231 1.54644  0.0367
H6 -1.19890 0.99532 -1.58739  0.1620
H7 0.67356 -1.42727 1.31307  -0.0257

As for the LUMO energy: 0.49 eV. Its total charge is 0. The gap between HOMO and LUMO is 9.427 eV. The highest occupied orbital energy comes out at -8.942 eV.



b.
C2H7N3S | ωB97M-V/def2-TZVPD

Each line ends with the Löwdin charge.
Atoms and positions in Å:
C1 -1.39179 -0.81885 -0.23377  -0.3182
C2 0.37583 0.49721 -0.03008  -0.3320
H1 -1.31099 -1.56640 0.78963  0.1371
H2 -0.74503 -1.34702 -1.20837  0.1339
H3 -2.69056 -0.52369 -0.73235  0.1572
H4 -1.29041 2.36048 1.67647  0.0041
H5 0.78732 1.37267 0.68688  0.1404
H6 2.92103 0.14980 -0.17227  0.0088
H7 2.95420 -1.34485 -0.55567  0.1010
N1 -1.08496 0.37303 0.13675  -0.6567
N2 0.90439 -0.49401 -0.60087  -0.0250
N3 2.37082 -0.64344 0.09287  -0.0093
S1 -1.79987 1.98506 0.15078  0.6587

As for the LUMO energy: 0.11 eV. Its total charge is 0. The gap between HOMO and LUMO is 8.614 eV. The highest occupied orbital energy comes out at -8.506 eV.



Stability, highest: a



a.
C2HCl2O2P | ωB97M-V/def2-TZVPD

Each line ends with the Löwdin charge.
Atoms and positions in Å:
C1 1.13549 0.02021 0.21345  -1.3653
C2 -1.23517 0.53450 -0.09119  -0.4138
O1 -1.10285 1.69465 -0.01457  -0.0275
O2 -0.35159 -2.04572 -0.68089  -0.4261
P1 -0.04951 -0.62477 -0.88826  0.6761
Cl1 1.66231 1.56615 0.02024  0.7485
Cl2 2.03966 -1.10257 1.09482  0.6872
H1 -2.09834 -0.04245 0.34640  0.1211

As for the LUMO energy (alpha / beta): -1.78 / -1.79 eV. Its total charge is 0. The gap between HOMO and LUMO (alpha / beta) is 7.396 / 7.390 eV. The highest occupied orbital energy (alpha / beta) comes out at -9.179 / -9.177 eV.



b.
C2HCl2O2P | ωB97M-V/def2-TZVPD

Each line ends with the Löwdin charge.
Atoms and positions in Å:
Cl1 -1.43567 -2.22527 0.03643  0.3798
C1 -0.62706 -0.42929 -0.51316  -0.7209
P1 -0.60088 0.60968 -1.79812  1.0079
O1 0.59986 1.46361 -1.17062  -0.3911
O2 1.22103 0.89822 -0.00181  -0.1011
C2 0.38154 -0.05168 0.55392  -0.7774
Cl2 -0.49187 0.54935 2.07816  0.5539
H1 0.95306 -0.81462 0.81520  0.0489

As for the LUMO energy: -0.80 eV. Its total charge is 0. The gap between HOMO and LUMO is 9.111 eV. The highest occupied orbital energy comes out at -9.906 eV.



Stability, highest: a



a.
C8H16N2 | ωB97M-V/def2-TZVPD

Each line ends with the Löwdin charge.
Atoms and positions in Å:
C1 -1.34688 -0.75301 2.72808  -0.0876
C2 -0.23607 -0.65752 1.70235  -0.2493
C3 -0.54696 -1.35538 0.46506  -0.3325
C4 0.07713 -2.45396 -0.09924  -0.0638
N1 -0.62369 -3.02119 -1.18349  0.0845
C5 -1.64681 -2.11217 -1.39470  -0.1553
N2 -1.64325 -1.17140 -0.39972  0.0799
H1 -0.65868 -0.69012 3.67034  0.1079
H2 -1.78953 -1.73526 2.59797  0.0737
H3 -2.00869 0.04141 2.57773  0.0491
H4 -0.11565 0.45376 1.25438  0.1012
H5 0.75799 -0.55233 2.18725  0.1204
H6 0.88125 -2.86743 0.38038  0.0799
H7 -0.46197 -3.80061 -1.66124  0.0785
H8 -2.32518 -2.13422 -2.24501  0.1098
C6 1.18645 3.33104 -0.74024  -0.1349
C7 0.52508 1.93038 -0.60001  -0.3207
C8 1.33596 0.91777 -1.47569  -0.1200
H9 1.78095 3.47477 -1.67370  0.0739
H10 1.95304 3.26379 0.09957  0.0814
H11 0.45357 4.03356 -0.36272  0.0558
H12 0.44395 1.63775 0.48955  0.0672
H13 -0.54378 1.96606 -1.06190  0.1237
H14 0.65061 0.10681 -1.85538  0.0721
H15 1.68205 1.45656 -2.40059  0.0717
H16 2.21910 0.69095 -0.99905  0.0331

As for the LUMO energy: 0.92 eV. Its total charge is 0. The gap between HOMO and LUMO is 9.323 eV. The highest occupied orbital energy comes out at -8.405 eV.



b.
C8H16N2 | ωB97M-V/def2-TZVPD

Each line ends with the Löwdin charge.
Atoms and positions in Å:
C1 5.12433 -0.27667 -0.85675  -0.0184
C2 4.01492 -0.47026 -0.18525  -0.1490
C3 3.11318 -0.65222 0.75438  -0.1009
C4 2.02867 0.39972 0.66994  -0.3135
N1 0.86330 -0.04465 -0.04745  -0.0798
C5 -0.11920 1.01093 0.17561  -0.2901
C6 -1.49520 0.63689 -0.35282  -0.2317
C7 -2.15551 -0.56749 0.40137  -0.2026
C8 -3.49346 -1.06829 -0.26275  -0.3262
N2 -4.41004 -0.01223 -0.33424  -0.0516
H1 6.03291 0.15577 -0.37029  0.0707
H2 5.17616 -0.60371 -1.95102  0.0761
H3 2.96512 -1.56298 1.39156  0.1269
H4 1.59726 0.33671 1.74396  0.1347
H5 2.51410 1.40592 0.36308  0.1462
H6 1.13409 -0.19168 -1.08243  0.1578
H7 -0.12640 1.35212 1.18972  0.0990
H8 0.02902 1.96667 -0.51666  0.1459
H9 -1.24811 0.34852 -1.41980  0.1301
H10 -2.11750 1.49039 -0.28022  0.0743
H11 -2.26197 -0.29411 1.53481  0.1316
H12 -1.35408 -1.30647 0.48478  0.0834
H13 -3.15274 -1.34471 -1.22605  0.0868
H14 -4.06612 -1.86408 0.33141  0.1341
H15 -3.97388 0.88386 -0.77339  0.1011
H16 -4.61886 0.27205 0.61852  0.0653

As for the LUMO energy: 0.94 eV. Its total charge is 0. The gap between HOMO and LUMO is 9.961 eV. The highest occupied orbital energy comes out at -9.020 eV.



Stability, highest: a



a.
C13H21NO2 | ωB97M-V/def2-TZVPD

Each line ends with the Löwdin charge.
Atoms and positions in Å:
C1 -23.80851 17.96909 17.50169  -0.0957
C2 -25.14121 18.07858 17.74637  -0.0860
C3 -26.04970 17.61734 16.74232  -0.1248
N1 -25.68438 17.05425 15.55648  0.0449
C4 -24.35972 16.97545 15.34676  -0.1607
C5 -23.36702 17.40205 16.26657  -0.0505
H1 -23.14972 18.37094 18.25728  0.0998
H2 -25.54050 18.45262 18.67753  0.0973
H3 -27.11456 17.72770 16.88482  0.0925
H4 -24.00541 16.43313 14.48261  0.0929
H5 -22.30956 17.28732 16.07945  0.0902
C6 -19.05618 20.33078 10.90509  -0.1697
C7 -19.04011 19.10720 9.99610  -0.1725
C8 -17.89569 18.29733 10.67281  -0.2000
O1 -17.00576 19.29692 11.05191  -0.1391
C9 -17.52557 20.54619 11.13826  -0.2263
H6 -19.68889 19.97337 11.71752  0.1059
H7 -19.59690 21.14033 10.41483  0.1061
H8 -18.79840 19.46899 8.99670  0.1150
H9 -19.93173 18.51618 10.20536  0.1084
H10 -17.46387 17.60845 9.94682  0.1198
H11 -18.25289 17.80211 11.57574  0.1175
H12 -17.07136 21.05543 10.28828  0.1189
H13 -17.39358 21.13755 12.04434  0.1160
C10 -28.07548 14.01425 8.15171  -0.2199
C11 -27.77387 13.94476 9.61532  -0.1877
C12 -26.35629 13.37256 9.74208  -0.1626
O2 -26.41745 12.47180 8.58510  -0.1812
C13 -27.38679 12.88348 7.48923  -0.1414
H14 -27.64715 14.92803 7.73982  0.1110
H15 -29.14335 14.15492 7.98451  0.1159
H16 -28.51609 13.31312 10.10342  0.1129
H17 -27.89688 14.87629 10.16778  0.1099
H18 -26.27643 12.77626 10.65100  0.1082
H19 -25.43931 13.96169 9.72883  0.1097
H20 -28.07879 12.06077 7.30930  0.1133
H21 -26.87857 13.18821 6.57437  0.1120

As for the LUMO energy: 0.67 eV. Its total charge is 0. The gap between HOMO and LUMO is 10.180 eV. The highest occupied orbital energy comes out at -9.511 eV.



b.
C13H21NO2 | ωB97M-V/def2-TZVPD

Each line ends with the Löwdin charge.
Atoms and positions in Å:
C1 1.47033 2.91275 3.00394  -0.1292
C2 0.27116 1.94697 2.81605  -0.1807
C3 0.46366 0.89156 1.61359  -0.1830
C4 1.65892 0.08520 1.85815  -0.2528
C5 1.55149 -1.00248 0.98884  -0.3148
H1 0.68350 -1.71406 1.44072  0.1956
C6 1.51973 -1.02106 -0.25334  -0.4884
N1 0.39857 -0.50869 -1.01934  0.1634
C7 -0.56580 -1.35178 -1.39805  -0.4638
O1 -0.55489 -2.59149 -1.43810  0.0758
C8 -1.74922 -0.86858 -1.74748  -0.0736
C9 -2.78712 -1.29264 -2.44444  -0.0883
O2 -4.02884 -0.23039 -2.65016  0.1051
C10 -3.51916 0.64792 -2.06254  -0.4324
C11 -2.26186 0.70937 -1.59371  0.0353
H2 -1.79188 1.36462 -0.85708  0.0810
H3 -4.37311 1.64303 -2.05265  0.1995
C12 -3.17506 -2.69254 -2.83504  -0.0268
H4 -2.25492 -3.36952 -2.77326  0.0913
H5 -4.04181 -3.22868 -2.43630  0.0784
H6 -3.15337 -2.61606 -4.04999  0.1330
H7 0.22596 0.29600 -0.73966  0.0030
C13 2.77233 -0.26168 -0.97222  -0.0272
H8 3.68742 -0.61338 -0.47214  0.0553
H9 2.93373 -0.14430 -2.28812  0.1653
H10 2.53691 0.84040 -0.72695  0.0715
H11 1.59234 -1.91842 -0.85243  0.1444
H12 2.57056 -1.95051 1.23044  0.2383
H13 2.61147 0.58956 1.80210  0.1149
H14 1.70234 -0.26613 2.99045  0.1720
H15 0.66077 1.50981 0.75859  0.1187
H16 -0.35450 0.49993 1.65543  0.0203
H17 0.31743 1.39082 3.84319  0.1272
H18 -0.61251 2.66067 2.83326  0.1183
H19 1.60924 3.57597 2.07717  0.1025
H20 1.45811 3.52232 3.71631  -0.0322
H21 2.52807 2.55552 3.03477  0.0831

As for the LUMO energy: 0.63 eV. Its total charge is 0. The gap between HOMO and LUMO is 9.114 eV. The highest occupied orbital energy comes out at -8.485 eV.



Stability, highest: a